Record 1
DFT (ωB97M-V/def2-TZVPD) results for a cluster of 4 separate species, C6H17NO3 in total in a non-equilibrium geometry.

Positions of all 27 atoms, in Å:
C (-1.9040, 1.1970, 2.7370)
N (-1.0189, 1.0828, 1.5670)
C (-0.2793, -0.1099, 1.2413)
C (0.4869, -0.1256, 0.1260)
C (1.1964, -1.3322, -0.3060)
C (2.3173, -1.5348, -0.9873)
C (-0.4826, -1.2404, 2.2171)
H (-1.5239, 0.8253, 3.6764)
H (-2.9395, 0.8775, 2.6040)
H (-1.8794, 2.2942, 2.9438)
H (-1.6102, 1.1523, 0.7458)
H (0.6786, 0.8353, -0.3487)
H (0.6734, -2.2078, 0.0663)
H (2.7064, -2.5598, -0.9592)
H (2.7869, -1.0345, -1.8176)
H (0.1823, -2.0650, 1.9298)
H (-0.3921, -0.9304, 3.2623)
H (-1.4251, -1.7686, 2.1251)
H (1.2972, 0.3558, -3.7507)
H (1.6910, 1.6824, -3.3528)
O (2.0900, 0.7982, -3.4393)
H (-2.0074, -2.4560, -2.2698)
H (-1.7570, -0.8739, -1.7841)
O (-1.4205, -1.7674, -1.9605)
H (1.6378, 2.7849, -1.6121)
H (0.1954, 3.2054, -0.9482)
O (0.7003, 2.9150, -1.7056)

## Properties
* structure (SMILES): C=C/C=C(\C)NC.O.O.O
* F_max: 2.01 eV/A
* E_HOMO: -7.57 eV
* Kohn-Sham gap: 0.295 Ha
* total charge: 0
* energy relative to the best compared isomer or geometry (same formula, charge and spin): 90.78 kcal/mol
* E: -519.18207 Ha

***

Record 2
DFT (ωB97M-V/def2-TZVPD) results for a cluster of 2 separate species, C6H17NO3 in total in a non-equilibrium geometry.

Positions of all 27 atoms, in Å:
C (1.4871, 1.4912, 3.6664)
O (1.5839, 0.6851, 2.5500)
C (1.8536, 1.3343, 1.2895)
C (1.6861, 0.3167, 0.1089)
N (0.2911, 0.3635, -0.3758)
C (0.0399, -0.9138, -1.0770)
C (-1.1500, -0.7730, -1.9775)
O (-1.6808, -2.0762, -2.3777)
C (-2.6845, -1.9426, -3.3458)
H (0.4835, 1.9115, 3.7331)
H (2.1324, 2.3696, 3.6604)
H (1.6083, 0.9341, 4.5954)
H (2.8467, 1.7830, 1.2703)
H (1.2638, 2.2444, 1.1801)
H (1.9521, -0.6716, 0.4840)
H (2.4588, 0.4648, -0.6455)
H (0.3034, 1.1056, -1.0608)
H (0.0679, -1.6502, -0.2739)
H (0.8540, -1.1598, -1.7588)
H (-0.8663, -0.1788, -2.8462)
H (-2.0019, -0.2440, -1.5502)
H (-2.9754, -2.9768, -3.5298)
H (-2.4118, -1.3838, -4.2411)
H (-3.5779, -1.5354, -2.8724)
O (-1.4708, 0.1916, 2.0665)
H (-1.5476, -0.1052, 1.1598)
H (-0.5457, 0.4157, 2.1682)

## Properties
* structure (SMILES): COCCNCCOC.O
* F_max: 2.25 eV/A
* E_HOMO: -9.68 eV
* Kohn-Sham gap: 0.385 Ha
* total charge: 0
* energy relative to the best compared isomer or geometry (same formula, charge and spin): 76.21 kcal/mol
* E: -519.20529 Ha

***

Record 3
DFT (ωB97M-V/def2-TZVPD) results for a structure of composition C6H17NO3PS in a non-equilibrium geometry.

Positions of all 29 atoms, in Å:
C (1.4000, -1.9422, -1.8992)
C (3.0941, -0.0859, -0.3378)
C (0.9883, 1.1155, -1.9302)
C (-1.8105, -1.9949, 0.6984)
C (-2.3484, 1.2439, 1.2209)
C (-1.2290, 1.9364, 1.8985)
N (-1.9647, 0.8310, -0.1382)
O (-1.1503, -0.9618, -1.6055)
O (0.4831, -0.3660, 0.2928)
O (-0.4576, 1.1117, 2.7831)
P (1.4115, -0.3580, -0.9464)
S (-1.2760, -0.4992, -0.2310)
H (0.4147, -2.0586, -2.3603)
H (1.5252, -2.9120, -1.3474)
H (2.2007, -1.7901, -2.5689)
H (3.3203, -0.9061, 0.2814)
H (3.1451, 0.9321, 0.1384)
H (3.8667, -0.0098, -1.0386)
H (0.0301, 1.0622, -2.3819)
H (1.8651, 1.2605, -2.5078)
H (0.8558, 2.0580, -1.3317)
H (-1.6948, -2.9840, 0.1961)
H (-1.2239, -1.8710, 1.6301)
H (-2.7940, -1.8588, 1.0143)
H (-2.7159, 0.4404, 1.8288)
H (-3.0952, 1.9908, 1.1055)
H (-1.7364, 2.5983, 2.5339)
H (-0.5622, 2.5943, 1.2631)
H (-0.5418, 1.4233, 3.7396)

## Properties
* F_max: 3.15 eV/A
* E_HOMO: -13.56 eV
* Kohn-Sham gap: 0.379 Ha
* total charge: +1
* energy relative to the best compared isomer or geometry (same formula, charge and spin): 71.73 kcal/mol
* E: -1258.50516 Ha

***

Record 4
DFT (ωB97M-V/def2-TZVPD) results for a cluster of 3 separate species, C6H17NS in total in a non-equilibrium geometry.

Positions of all 25 atoms, in Å:
C (-2.3750, -0.9889, 1.7000)
C (-2.1317, 0.4634, 2.1903)
N (-1.5517, 1.2808, 1.1666)
C (-2.4501, 1.4822, 0.0460)
H (-1.4529, -1.3270, 1.1821)
H (-2.6491, -1.6501, 2.5297)
H (-3.2139, -0.9642, 0.9936)
H (-3.0850, 0.9397, 2.4670)
H (-1.5068, 0.4653, 3.0951)
H (-0.7161, 0.7744, 0.8177)
H (0.2646, -0.6390, 1.4227)
H (-2.7052, 0.5418, -0.4776)
H (-1.8757, 2.0998, -0.6925)
H (-3.3670, 2.0283, 0.3059)
C (3.9281, -0.1275, -1.9121)
C (2.3801, 0.0570, -1.7922)
C (1.7110, -1.0809, -0.9816)
S (-0.0894, -0.6414, -0.8055)
H (4.2919, -0.0102, -0.8802)
H (4.4529, 0.6095, -2.5461)
H (4.1827, -1.1329, -2.2410)
H (2.1582, 1.0011, -1.2571)
H (1.8274, 0.1147, -2.7512)
H (2.2307, -1.2619, -0.0303)
H (1.7421, -2.0340, -1.5494)

## Properties
* F_max: 4.28 eV/A
* E_HOMO: -8.32 eV
* Kohn-Sham gap: 0.225 Ha
* total charge: 0
* energy relative to the best compared isomer or geometry (same formula, charge and spin): 103.77 kcal/mol
* E: -691.57177 Ha

***

Record 5
DFT (ωB97M-V/def2-TZVPD) results for a cluster of 3 separate species, C6H18BrO8P2 in total in a non-equilibrium geometry.

Positions of all 35 atoms, in Å:
Br (1.4395, -4.0574, 1.8425)
C (3.3504, -3.8303, -7.3620)
O (3.8472, -4.4517, -6.1490)
P (3.1847, -4.2821, -4.6762)
O (3.9238, -4.9692, -3.5390)
O (3.1164, -2.6770, -4.6969)
C (3.1891, -1.8898, -3.4622)
O (1.6443, -4.7574, -4.7797)
C (1.2181, -5.9821, -5.3191)
H (2.9509, -4.5968, -8.0262)
H (4.1192, -3.3487, -7.9662)
H (2.6015, -3.0640, -7.1617)
H (3.7371, -0.9705, -3.6684)
H (3.5487, -2.4777, -2.6177)
H (2.1785, -1.6751, -3.1145)
H (1.3409, -5.7768, -6.3825)
H (0.2002, -6.2998, -5.0931)
H (1.8849, -6.8443, -5.3079)
C (-1.5342, 2.4871, 3.9251)
O (-1.9224, 3.7763, 3.4409)
P (-2.9239, 4.7652, 4.3090)
O (-3.1359, 6.2556, 3.8675)
O (-4.1608, 3.7588, 4.4027)
C (-4.9775, 3.8771, 5.5509)
O (-2.3400, 4.6694, 5.7914)
C (-1.7989, 5.8262, 6.4094)
H (-1.1110, 1.8241, 3.1705)
H (-2.3233, 1.8695, 4.3541)
H (-0.8789, 2.6338, 4.7838)
H (-5.2770, 4.8943, 5.8031)
H (-4.3487, 3.5793, 6.3899)
H (-5.7633, 3.1266, 5.4650)
H (-2.3556, 6.7596, 6.3265)
H (-0.8559, 6.1938, 6.0047)
H (-1.7682, 5.6540, 7.4853)

## Properties
* F_max: 5.51 eV/A
* E_HOMO: -3.31 eV
* Kohn-Sham gap: 0.198 Ha
* total charge: -1
* energy relative to the best compared isomer or geometry (same formula, charge and spin): 37.68 kcal/mol
* E: -4098.24537 Ha

***

Record 6
DFT (ωB97M-V/def2-TZVPD) results for a structure of composition C6H18ClMgO3 in a non-equilibrium geometry.

Positions of all 29 atoms, in Å:
Mg (0.4818, -3.4413, -1.7187)
Cl (1.0986, -1.6434, -0.3799)
C (-2.9638, -1.8091, -3.1957)
C (-1.4320, -1.7520, -3.1808)
O (-1.0225, -3.0699, -3.0014)
H (-3.2693, -2.2982, -4.1206)
H (-3.4113, -0.8161, -3.2364)
H (-3.4657, -2.3291, -2.3797)
H (-0.9419, -1.1588, -2.4088)
H (-1.0541, -1.5238, -4.1774)
H (-1.7225, -3.5775, -3.4186)
C (-1.4336, 2.4515, 1.9234)
C (-0.8358, 1.0976, 1.6808)
O (-0.6159, 0.9778, 0.2893)
H (-2.3969, 2.6820, 1.4686)
H (-0.7284, 3.1984, 1.5589)
H (-1.3808, 2.5237, 3.0098)
H (-1.5509, 0.3247, 1.9625)
H (0.0908, 0.8846, 2.2138)
H (-0.0957, 0.1756, 0.2028)
C (3.1561, 1.8478, 1.4729)
C (2.9023, 0.7344, 2.4850)
O (3.0596, -0.4910, 1.8573)
H (4.2070, 1.7676, 1.1950)
H (2.9039, 2.8209, 1.8943)
H (2.5235, 1.6566, 0.6060)
H (1.8970, 0.7671, 2.9049)
H (3.5790, 0.6482, 3.3352)
H (2.4214, -0.6483, 1.1576)

## Properties
* F_max: 3.74 eV/A
* E_HOMO: -11.92 eV
* Kohn-Sham gap: 0.196 Ha
* total charge: +1
* energy relative to the best compared isomer or geometry (same formula, charge and spin): 0.00 kcal/mol
* E: -1125.15969 Ha

***

Record 7
DFT (ωB97M-V/def2-TZVPD) results for a structure of composition C6H18F2HfO6 in a non-equilibrium geometry.

Positions of all 33 atoms, in Å:
Hf (-1.3981, -2.4275, -13.6610)
F (-0.3802, -3.6650, -15.3063)
F (-2.3131, -1.5915, -15.6361)
C (0.9166, -6.2635, -17.1852)
C (-0.5120, -6.8223, -17.1614)
O (-1.5358, -5.9039, -17.3720)
O (1.1316, -5.2319, -18.1017)
H (1.5309, -7.1623, -17.2769)
H (1.2059, -5.8573, -16.2093)
H (-0.7432, -7.4112, -16.2709)
H (-0.5465, -7.6182, -17.9174)
H (-2.1561, -6.0731, -16.6555)
H (1.4343, -5.6742, -18.9059)
C (2.4115, -3.6654, -13.5736)
C (2.4025, -5.0792, -13.0378)
O (1.3379, -5.8391, -13.6400)
O (1.2188, -2.9366, -13.1439)
H (2.4910, -3.6282, -14.6608)
H (3.3160, -3.1264, -13.2834)
H (2.1733, -5.1731, -11.9761)
H (3.2840, -5.5857, -13.4287)
H (0.5155, -5.4192, -13.3738)
H (1.6646, -2.3383, -12.5297)
C (2.4308, -1.5552, -19.0169)
C (1.9753, -0.7390, -17.7599)
O (1.0006, -1.4587, -17.0082)
O (1.2286, -1.7368, -19.7813)
H (2.7169, -2.5269, -18.6003)
H (3.2966, -1.0853, -19.4819)
H (1.5729, 0.1762, -18.2026)
H (2.8121, -0.5892, -17.0780)
H (1.1135, -1.2068, -16.0891)
H (1.3994, -2.2527, -20.5767)

## Properties
* F_max: 10.48 eV/A
* E_HOMO: -15.15 eV
* Kohn-Sham gap: 0.091 Ha
* total charge: +2
* energy relative to the best compared isomer or geometry (same formula, charge and spin): 51.07 kcal/mol
* E: -937.61508 Ha

***

Record 8
DFT (ωB97M-V/def2-TZVPD) results for a structure of composition C6H18F3HfO6 in a non-equilibrium geometry.

Positions of all 34 atoms, in Å:
Hf (0.0611, 0.3186, -0.0708)
F (0.1329, 2.3348, 1.1751)
F (-0.6238, -1.9905, 0.2541)
F (1.0363, 1.6574, -1.7757)
C (-3.2573, 0.5655, 0.9541)
C (-3.0451, 1.7215, -0.0259)
O (-1.9257, 1.5552, -0.8936)
O (-1.9889, 0.3092, 1.5051)
H (-3.4628, -0.3797, 0.4516)
H (-4.0781, 0.7028, 1.6581)
H (-2.8131, 2.6538, 0.4889)
H (-3.9669, 1.9943, -0.5398)
H (-2.3415, 1.6278, -1.7558)
H (-2.0255, 0.4475, 2.4544)
C (3.0797, 0.1046, 1.7843)
C (1.9772, 0.1833, 2.8651)
O (0.7932, -0.3919, 2.2382)
O (2.5131, 0.6770, 0.6223)
H (3.3431, -0.9337, 1.5826)
H (4.0025, 0.6610, 1.9483)
H (1.7914, 1.2136, 3.1685)
H (2.3796, -0.2580, 3.7769)
H (0.3451, -0.8023, 2.9815)
H (3.2576, 0.9135, 0.0643)
C (-0.1644, -1.6190, -2.8245)
C (1.3032, -1.5369, -2.6413)
O (1.5704, -1.2130, -1.2450)
O (-0.8671, -0.5466, -2.1853)
H (-0.5884, -2.5408, -2.4262)
H (-0.3393, -1.6329, -3.9003)
H (1.7110, -0.8233, -3.3573)
H (1.7901, -2.4665, -2.9363)
H (2.1865, -1.8845, -0.9431)
H (-1.7860, -0.6220, -2.4525)

## Properties
* multiplicity: 2
* F_max: 4.20 eV/A
* E_HOMO (spin up / spin down): -17.87 / -17.84 eV
* <S²>: 0.77
* Kohn-Sham gap (spin up / spin down): 0.375 / 0.158 Ha
* total charge: +2
* E: -1037.81609 Ha

***

Question: Number 3 is which compound?
Answer: C6H17NO3PS